# 1
DFT (ωB97M-V/def2-TZVPD) results for a structure of composition C8H6Cl2N2O3SmYb in a non-equilibrium geometry.

```
23
Properties=species:S:1:pos:R:3:forces:R:3
Yb 2.0198 4.7398 0.4740 -0.07 1.68 -0.22
Sm -0.2359 0.2558 0.8648 0.25 1.78 -0.81
Cl 3.9204 3.3327 0.5756 0.18 -1.65 0.11
Cl -2.0279 1.3648 -0.4412 0.91 -0.50 0.65
C -2.1733 -0.4089 2.1390 -6.40 -2.74 3.80
C 4.1435 6.2549 0.5940 3.71 2.85 -0.07
C 2.1449 7.2868 0.9751 1.33 6.77 1.36
O -3.1420 -0.8335 2.6273 5.14 2.34 -2.59
O 4.9374 7.0800 0.6684 -2.23 -3.25 -0.31
O 2.5913 8.3546 1.1648 -2.95 -5.60 -0.96
N -3.0571 -1.9395 -0.4690 1.94 -0.84 -1.20
C -1.8195 -2.4644 -0.6462 -1.01 1.74 0.96
C -1.5112 -3.6922 -1.2517 -0.31 -1.05 -0.27
C -0.1810 -4.1068 -1.3528 0.05 -0.22 -0.06
C 0.8328 -3.3433 -0.7796 0.50 -0.55 -0.16
C 0.4779 -2.1682 -0.1291 -2.50 0.53 -0.01
N -0.8189 -1.6899 -0.1134 2.56 -0.94 0.24
H -3.0931 -0.9246 -0.2927 -0.53 -0.46 -0.02
H -3.8512 -2.4473 -0.8554 -0.43 0.20 0.11
H -2.3384 -4.3186 -1.5924 0.25 0.02 -0.13
H 0.0800 -5.0537 -1.8297 -0.20 0.17 0.02
H 1.8781 -3.6688 -0.7977 -0.32 0.05 -0.01
H 1.2234 -1.6098 0.4680 0.15 -0.34 -0.44
```
Forces are in eV/Å.

The expectation value of S² is 12.05. The calculation puts the HOMO energy (spin up / spin down) at -20.373 / -20.383 eV. For the energy above the lowest of the compared OMol25 structures with the same formula, charge and spin, the calculation gives 18.1 kcal/mol. The molar mass is 572.5 g mol⁻¹. Its charge is +4. The LUMO energy (spin up / spin down) is -16.78 / -17.62 eV. Its orbital gap (spin up / spin down) is 3.60 / 2.76 eV. The value obtained for the calculated total energy is -91948.860 eV. Its multiplicity is 7.



# 2
DFT (ωB97M-V/def2-TZVPD) results for a structure of composition C8H6ClN2O12RhS2 in a non-equilibrium geometry.

```
32
Properties=species:S:1:pos:R:3:forces:R:3
Rh 0.4361 -0.6179 1.6201 -0.27 0.05 0.23
O -2.4937 -2.4052 0.2463 0.03 -0.02 0.05
Cl -1.5065 -2.6135 1.2572 -0.52 -0.18 -0.09
O -1.6635 -3.8860 1.8739 0.02 0.01 0.02
O -1.5835 -1.5393 2.2566 0.18 0.06 -0.04
O -0.1619 -2.5072 0.6625 0.41 0.17 -0.13
O 2.0365 -1.1093 5.2116 -0.05 -0.22 0.09
C 1.4351 -0.8354 4.1950 0.05 0.46 -0.02
O 1.3280 -1.5849 3.1449 -0.07 0.06 -0.03
C 0.7282 0.5681 4.0733 0.13 -0.57 0.27
O 0.4527 1.2100 5.0607 0.03 0.28 -0.01
O 0.4667 0.9399 2.8503 -0.12 -0.05 -0.41
N 0.5066 -0.1389 -3.7938 -0.59 0.39 -0.89
C -0.6242 0.5563 -3.5909 0.23 -0.01 -0.13
O -1.3848 0.9099 -4.4883 -0.17 0.06 -0.12
C -0.9039 0.8873 -2.1595 -0.40 0.28 -0.02
C -1.7019 1.9660 -1.8285 0.11 -0.08 -0.06
C -1.8980 2.2711 -0.4870 0.03 -0.04 0.07
C -1.2900 1.4833 0.4716 -0.16 0.30 0.05
N -0.5487 0.4279 0.1346 0.23 0.08 0.52
C -0.3525 0.1302 -1.1418 -1.77 -0.02 0.30
H 0.7415 -0.3705 -4.7423 -0.08 0.08 -0.09
H 1.2011 -0.2676 -3.0625 -0.36 -0.29 -0.26
H -2.1414 2.5542 -2.6236 -0.04 0.02 0.00
H -2.4997 3.1150 -0.1794 -0.01 0.00 0.00
H -1.3714 1.6810 1.5342 0.01 0.03 -0.08
H 0.2598 -0.7452 -1.3350 -1.17 0.36 0.19
O 1.9370 1.2878 -1.6125 0.49 -0.59 0.12
S 2.5025 -0.0104 -1.2125 1.29 1.44 1.12
O 3.9208 -0.1621 -1.4763 -0.18 -0.09 -0.35
O 1.6478 -1.0835 -1.7368 2.93 -1.81 -0.11
S 2.5251 -0.1111 0.8775 -0.19 -0.20 -0.19
```
Forces are in eV/Å.

The calculation puts the HOMO energy at -2.761 eV. For the energy above the lowest of the compared OMol25 structures with the same formula, charge and spin, the calculation gives 5.3 kcal/mol. The molar mass is 524.6 g mol⁻¹. Its charge is -2. The LUMO energy is 4.93 eV. Its orbital gap is 7.69 eV. The value obtained for the calculated total energy is -73141.654 eV. Its multiplicity is 1.



# 3
DFT (ωB97M-V/def2-TZVPD) results for the molecule C8H6FN in a non-equilibrium geometry.

```
16
Properties=species:S:1:pos:R:3:forces:R:3
F 1.9976 2.1773 -1.7955 0.22 0.16 0.08
C 1.2661 1.2488 -1.1535 -0.02 -1.94 -1.67
C 1.0884 -0.0198 -1.8378 1.94 2.69 -1.85
C 0.3444 -0.9991 -1.3018 0.22 -0.59 0.08
C -0.2415 -0.7052 -0.0782 -0.56 -0.78 0.83
N -1.0597 -1.5061 0.6983 -0.45 0.48 0.17
C -1.4920 -0.7451 1.7969 0.64 -0.79 -1.36
C -0.8818 0.4592 1.7921 0.33 0.70 -0.04
C -0.0630 0.5053 0.6060 -0.83 -0.64 0.46
C 0.7391 1.4872 0.0611 1.07 2.08 0.97
H 1.6053 -0.1264 -2.8559 -0.82 0.12 1.71
H 0.3536 -1.9472 -1.8224 -0.53 -0.17 0.28
H -1.4666 -2.3773 0.3609 0.16 0.61 0.42
H -2.2299 -1.1580 2.4166 -0.68 -0.34 0.90
H -1.0080 1.2915 2.4920 0.00 -0.61 -0.26
H 1.0480 2.4149 0.6214 -0.69 -0.98 -0.73
```
Forces are in eV/Å.

The calculation puts the HOMO energy at -8.312 eV. For the energy above the lowest of the compared OMol25 structures with the same formula, charge and spin, the calculation gives 0.0 kcal/mol. The molar mass is 135.1 g mol⁻¹. The LUMO energy is 0.91 eV. Its orbital gap is 9.22 eV. The value obtained for the calculated total energy is -12600.673 eV. Its multiplicity is 1. As for the SMILES: Fc1ccc2[nH]ccc2c1.



# 4
DFT (ωB97M-V/def2-TZVPD) results for the molecule C8H6FNO2S in a non-equilibrium geometry.

```
19
Properties=species:S:1:pos:R:3:forces:R:3
N -3.4404 -2.6984 0.2195 0.52 -0.73 0.11
C -3.4892 -1.5536 0.3290 -1.20 -1.02 -0.01
C -3.7816 -0.1997 0.2965 -0.07 0.65 1.11
F -4.2997 0.3938 1.4328 0.35 -0.46 -0.29
S -2.5432 0.6735 -0.3692 -0.63 1.83 -0.17
O -2.8997 2.0741 -0.2341 1.22 -0.56 -0.35
O -2.6667 0.1336 -1.8748 0.71 -1.33 1.59
C -0.7884 0.3640 0.0248 -1.09 0.65 -0.38
C 0.0186 1.3764 0.5812 -0.89 -2.69 -0.01
C 1.2419 0.9573 1.0689 0.29 -0.12 -1.92
C 1.7989 -0.2881 0.6285 -1.56 1.19 1.28
C 0.9681 -1.2052 0.0494 -1.63 1.24 -0.25
C -0.3680 -0.9268 -0.1980 -1.75 -0.61 -0.84
H -2.6386 0.9212 -2.3739 0.05 1.68 -1.61
H -0.4068 2.3318 0.6985 -0.16 1.10 0.34
H 1.7400 1.7735 1.5242 1.26 0.06 0.67
H 2.7683 -0.6284 0.8561 1.21 0.20 0.32
H 1.2342 -2.1127 -0.3344 1.46 -2.35 -0.42
H -1.1395 -1.6866 -0.6305 1.90 1.29 0.83
```
Forces are in eV/Å.

The calculation puts the HOMO energy at -8.608 eV. For the energy above the lowest of the compared OMol25 structures with the same formula, charge and spin, the calculation gives 39.5 kcal/mol. The molar mass is 199.2 g mol⁻¹. The LUMO energy is -0.16 eV. Its orbital gap is 8.45 eV. The value obtained for the calculated total energy is -27526.276 eV. Its multiplicity is 1. As for the SMILES: N#CC(F)=[S@](=O)(O)c1ccccc1.



# 5
DFT (ωB97M-V/def2-TZVPD) results for the molecule C8H6N2 in a non-equilibrium geometry.

```
16
Properties=species:S:1:pos:R:3:forces:R:3
C 0.4998 -0.7848 2.2279 2.28 -0.94 1.07
C 1.3371 0.3808 2.0410 0.69 -4.13 7.51
N 1.3241 1.0746 1.0461 1.47 4.18 -3.77
C 0.5702 0.7616 -0.0061 -0.61 -0.46 -1.81
N 0.6097 1.5564 -1.1199 0.65 1.03 1.63
C -0.2449 1.3937 -2.0582 -1.19 -0.18 -1.82
C -1.1283 0.2552 -2.1556 0.69 0.92 0.69
C -0.9642 -0.6711 -1.1751 -1.56 -1.07 0.09
C -0.1730 -0.4160 -0.0139 -0.31 0.86 -1.46
C -0.1320 -1.1892 1.1381 -0.76 0.06 -0.83
H 0.6956 -1.5811 3.0044 -0.41 1.57 -0.39
H 2.0704 0.5118 2.9661 -1.28 0.52 -2.09
H -0.2709 2.1796 -2.8538 0.10 -0.76 0.60
H -1.9482 0.1858 -2.8706 0.59 -0.05 -0.09
H -1.6381 -1.5570 -1.2584 0.79 0.52 0.52
H -0.6074 -2.1003 1.0879 -1.13 -2.08 0.13
```
Forces are in eV/Å.

The calculation puts the HOMO energy at -9.251 eV. For the energy above the lowest of the compared OMol25 structures with the same formula, charge and spin, the calculation gives 11.1 kcal/mol. The molar mass is 130.1 g mol⁻¹. The LUMO energy is 0.20 eV. Its orbital gap is 9.45 eV. The value obtained for the calculated total energy is -11372.322 eV. Its multiplicity is 1. As for the SMILES: c1cnc2ncccc2c1.



# 6
DFT (ωB97M-V/def2-TZVPD) results for a structure of composition C8H6N2O4STm in a non-equilibrium geometry.

```
22
Properties=species:S:1:pos:R:3:forces:R:3
O 3.6169 0.3317 2.1616 -2.27 -0.05 -3.95
C 3.0142 0.3080 1.1845 2.92 -0.27 4.93
Tm 1.3885 0.3408 -0.5890 -1.03 -1.41 1.10
O 4.3561 -0.1294 -2.5587 -4.10 1.11 2.90
C 3.4284 0.1022 -1.9152 5.05 -1.23 -3.59
C 2.2650 2.4846 -0.1568 0.80 6.37 2.40
O 2.4087 3.5516 0.2713 -0.43 -5.00 -2.15
C 0.6567 1.8218 -2.2745 -2.60 4.28 -4.54
O 0.1875 2.5652 -3.0231 2.18 -3.31 3.34
C -1.1553 -1.4131 2.2251 0.25 -0.45 1.17
N -1.4847 -1.1099 0.8496 -0.45 0.37 -1.34
C -2.4312 -1.7213 0.0438 0.91 0.15 1.39
C -2.5085 -1.0134 -1.1053 0.15 0.45 -0.38
N -1.6194 0.0239 -0.9942 -0.35 -0.25 -0.03
C -0.9993 -0.0014 0.2232 -0.94 -0.56 0.69
S -0.2650 1.2939 1.1409 0.88 0.00 -1.16
H -0.0619 -1.5155 2.3456 -0.53 -0.03 -0.08
H -1.4976 -0.6013 2.8917 0.01 -0.40 -0.34
H -1.6371 -2.3550 2.5027 0.12 0.23 0.00
H -2.9576 -2.5886 0.3900 -0.20 -0.26 -0.07
H -3.1502 -1.1519 -1.9549 0.01 -0.05 -0.28
H -1.5540 0.7769 -1.6582 -0.38 0.31 -0.02
```
Forces are in eV/Å.

The expectation value of S² is 2.00. The calculation puts the HOMO energy (spin up / spin down) at -20.574 / -20.569 eV. For the energy above the lowest of the compared OMol25 structures with the same formula, charge and spin, the calculation gives 0.0 kcal/mol. The molar mass is 395.1 g mol⁻¹. Its charge is +3. The LUMO energy (spin up / spin down) is -13.47 / -13.43 eV. Its orbital gap (spin up / spin down) is 7.10 / 7.14 eV. The value obtained for the calculated total energy is -59896.841 eV. Its multiplicity is 3.